Formula: C44H37P2Pm
Source: the Open Molecules 2025 dataset
Level of theory: ωB97M-V/def2-TZVPD

Atoms and positions in Å:
C1 0.5082 -1.5426 -2.9459
C2 -0.4954 -1.8423 -1.9953
C3 -1.8402 -1.8421 -2.4109
C4 -2.1501 -1.7195 -3.7651
C5 -1.1318 -1.5362 -4.7220
C6 0.1934 -1.4378 -4.3004
P1 -0.1248 -1.8436 -0.1872
C7 -1.3256 -3.0000 0.4283
C8 -2.4238 -2.6253 1.2209
C9 -3.4390 -3.5345 1.5060
C10 -3.3443 -4.8636 1.0614
C11 -2.2074 -5.2561 0.3346
C12 -1.1975 -4.3422 0.0410
Pm1 -0.8035 1.0534 1.0932
P2 0.2677 2.5738 -1.3533
C13 -1.2326 2.6629 -2.3016
C14 -1.1726 3.0760 -3.6375
C15 -2.2331 2.8607 -4.4935
C16 -3.3501 2.1559 -4.0325
C17 -3.4264 1.7150 -2.6982
C18 -2.4056 2.0401 -1.8014
C19 0.0365 3.2732 0.2652
C20 0.9121 2.9143 1.3497
C21 0.4581 2.9162 2.6772
C22 -0.8306 3.4354 2.9725
C23 -1.6383 3.9397 1.9563
C24 -1.2314 3.7986 0.6319
C25 1.9162 2.7728 -2.0403
C26 2.8912 1.8219 -1.6143
C27 4.1995 1.9247 -2.0971
C28 4.5636 3.0164 -2.9005
C29 3.6518 4.0321 -3.1707
C30 2.3399 3.9455 -2.7164
C31 1.4915 -2.6078 -0.1180
C32 1.8490 -3.5801 -1.0797
C33 3.1088 -4.1941 -1.0592
C34 4.0096 -3.8499 -0.0406
C35 3.6556 -2.9026 0.9269
C36 2.4060 -2.2996 0.8995
H1 1.9532 2.5855 1.1345
H2 1.0642 2.5299 3.5138
H3 -1.1696 3.4959 3.9987
H4 -2.5687 4.4486 2.2098
H5 -1.8442 4.1928 -0.1693
H6 -0.2518 3.5310 -3.9864
H7 -2.1791 3.1997 -5.5410
H8 -4.1956 1.9530 -4.6954
H9 -4.2943 1.1323 -2.3475
H10 -2.6041 1.8489 -0.7289
H11 2.6264 1.0388 -0.8728
H12 4.9433 1.1646 -1.8285
H13 5.5712 3.0647 -3.3058
H14 3.9620 4.9104 -3.7321
H15 1.6435 4.7815 -2.8296
H16 1.1510 -3.8361 -1.8857
H17 3.3597 -4.9271 -1.8445
H18 4.9869 -4.3465 -0.0089
H19 4.3641 -2.6355 1.7110
H20 2.1273 -1.5866 1.6666
H21 -2.4525 -1.6166 1.6232
H22 -4.3076 -3.2261 2.0895
H23 -4.1288 -5.5885 1.2868
H24 -2.1045 -6.2845 -0.0168
H25 -0.3188 -4.6466 -0.5255
H26 -2.6673 -1.9079 -1.6936
H27 -3.1967 -1.7636 -4.0883
H28 -1.3949 -1.4379 -5.7761
H29 0.9638 -1.2424 -5.0563
H30 1.5379 -1.4954 -2.6188
H31 -0.3232 -0.3529 -0.4507
H32 -0.2810 1.0474 -0.8041
C37 -0.0192 -0.7280 2.1619
C38 -0.1208 -0.3170 3.3437
C39 -0.0630 -0.0997 4.7587
C40 -1.0664 0.6707 5.3960
C41 -1.0627 0.8457 6.7809
C42 -0.0417 0.2972 7.5633
C43 1.0066 -0.3917 6.9248
C44 1.0170 -0.5587 5.5484
H33 -1.8413 1.1310 4.7699
H34 -1.8691 1.4194 7.2589
H35 -0.0568 0.4175 8.6459
H36 1.8290 -0.7973 7.5033
H37 1.8618 -1.0284 5.0338

Forces on atoms 1 to 2 (eV/Å):
-0.601 -0.620 0.250
-0.125 0.237 -0.763

Values from the calculation:
2S+1   5
Frontier orbital gap (alpha / beta)   5.495 / 6.937 eV
HOMO level (alpha / beta)   -0.4139 / -0.4824 hartree
Net charge   +2
Molar mass   772.7 g/mol

---

Formula: C44H38BF6InN6OP
Source: the Open Molecules 2025 dataset
Level of theory: ωB97M-V/def2-TZVPD

Atoms and positions in Å:
In1 10.5186 -16.0975 4.4816
O1 11.5239 -16.1358 8.5289
C1 10.8333 -16.1670 7.4970
N1 10.9654 -17.0460 6.4424
C2 12.0591 -17.9565 6.7400
C3 12.0796 -19.2731 5.9791
C4 12.9573 -20.2572 6.4833
C5 13.0601 -21.4624 5.8183
C6 12.2938 -21.6729 4.6547
C7 11.4418 -20.6613 4.2130
N2 11.3536 -19.4663 4.8501
C8 9.7712 -15.1413 7.3522
C9 9.5386 -14.2480 8.4018
C10 8.6173 -13.2339 8.1951
C11 7.9711 -13.1491 6.9714
C12 8.2230 -14.0678 5.9626
N3 9.1700 -15.0393 6.1415
H1 12.0108 -18.1790 7.8204
H2 13.0840 -17.5061 6.6003
H3 13.5706 -20.0324 7.3698
H4 13.7609 -22.2242 6.1576
H5 12.3923 -22.5900 4.0892
H6 10.8060 -20.7818 3.3340
H7 10.1305 -14.4293 9.3217
H8 8.4504 -12.4906 8.9933
H9 7.1909 -12.3987 6.8159
H10 7.7217 -13.9693 4.9974
C13 7.2484 -21.3323 3.3791
C14 6.3803 -21.6380 4.6098
C15 5.6171 -22.8066 4.7177
C16 4.8608 -23.0819 5.8674
C17 4.8990 -22.1831 6.9095
C18 5.6573 -21.0361 6.8468
C19 6.3998 -20.7373 5.7017
P1 7.5782 -19.3414 5.6280
C20 7.5689 -18.7266 7.3490
C21 6.8385 -17.6050 7.7697
C22 6.9346 -17.2304 9.1089
C23 7.8915 -17.8320 9.9672
C24 8.6098 -18.9511 9.5199
C25 8.4152 -19.4240 8.2215
C26 9.1986 -20.6266 7.8057
C27 6.7697 -18.0974 4.6129
C28 5.3985 -17.8653 4.6944
C29 4.7788 -16.9582 3.8422
C30 5.5238 -16.1999 2.9249
C31 6.8944 -16.3561 2.8760
C32 7.5570 -17.3533 3.6558
C33 8.9298 -17.6166 3.4287
H11 7.0529 -22.0922 2.6139
H12 8.3099 -21.3888 3.6793
H13 7.0560 -20.3293 2.9680
H14 5.5993 -23.4546 3.8629
H15 4.1872 -23.9478 5.8438
H16 4.3304 -22.3390 7.8392
H17 5.7344 -20.3786 7.7048
H18 6.2712 -17.0451 7.0643
H19 6.3242 -16.3892 9.4518
H20 8.0489 -17.4500 10.9718
H21 9.3587 -19.4450 10.1357
H22 10.1958 -20.6717 8.2657
H23 9.3423 -20.7444 6.7251
H24 8.6750 -21.5639 8.0615
H25 4.8080 -18.3977 5.4143
H26 3.7063 -16.8119 3.9145
H27 5.0183 -15.4708 2.2699
H28 7.5364 -15.7502 2.2295
H29 9.3373 -17.4173 2.4350
H30 9.3687 -18.5005 3.9020
F1 9.6613 -14.7702 2.8409
B1 9.1393 -13.2852 2.7155
F2 9.8187 -12.7817 1.5972
F3 7.7405 -13.4537 2.5808
F4 9.5488 -12.7066 3.9284
F5 13.3227 -17.0341 3.4580
C34 12.0210 -17.0139 2.9906
F6 12.1025 -16.2616 1.8242
H31 11.7484 -18.0378 2.7029
N4 20.9538 -14.5635 5.4620
C35 19.8037 -14.2927 5.3294
C36 18.3965 -14.0816 5.2290
C37 17.8512 -12.8519 4.8863
C38 16.4953 -12.6970 4.7078
C39 15.6247 -13.7685 4.8732
C40 16.1586 -15.0066 5.2278
C41 17.5366 -15.1740 5.3728
N5 14.2191 -13.6460 4.6817
C42 13.5908 -12.9423 3.6609
C43 12.2845 -13.3389 3.6470
N6 12.0813 -14.3635 4.6129
C44 13.2668 -14.4327 5.2378
H32 18.5306 -11.9942 4.8187
H33 16.0910 -11.7244 4.4061
H34 15.4945 -15.8538 5.4096
H35 17.9723 -16.1417 5.5638
H36 14.1256 -12.2388 3.0317
H37 11.4683 -12.9270 3.1113
H38 13.5117 -15.0559 6.1179

Forces on atoms 1 to 2 (eV/Å):
-0.878 -2.097 -1.143
-0.237 -0.147 -0.325

Values from the calculation:
Frontier orbital gap   5.089 eV
HOMO level   -0.1371 hartree
Net charge   -1
Molar mass   937.4 g/mol

---

Formula: C44H38EuN5O4Sb
Source: the Open Molecules 2025 dataset
Level of theory: ωB97M-V/def2-TZVPD

Atoms and positions in Å:
Eu1 11.0995 10.7926 13.6240
C1 9.3549 9.6056 16.6228
C2 7.9722 9.9701 16.1259
C3 7.6385 10.0538 14.7047
C4 6.9515 9.0256 14.0612
C5 6.7193 9.1106 12.6986
C6 7.2455 10.1901 11.9969
C7 7.9583 11.1475 12.7262
N1 8.1184 11.1017 14.0392
N2 10.4048 10.6732 16.4237
C8 10.0295 11.9856 17.0271
C9 9.6024 13.0681 16.0423
C10 8.6217 14.0219 16.4914
C11 8.2994 15.0509 15.6324
C12 8.8441 15.1647 14.3985
C13 9.8104 14.1455 14.0370
N3 10.1900 13.1633 14.8624
C14 11.7480 10.2310 16.9161
C15 12.3178 9.0890 16.1322
C16 12.3106 7.7574 16.5478
C17 13.0115 6.8196 15.7651
C18 13.5995 7.2689 14.5887
C19 13.5732 8.5986 14.2259
N4 12.9672 9.4696 15.0367
H1 9.6523 8.7179 16.0857
H2 9.2169 9.3302 17.7156
H3 7.6303 10.9750 16.5841
H4 7.3228 9.2152 16.6075
H5 6.4855 8.2800 14.6911
H6 6.2365 8.2687 12.2161
H7 7.1707 10.2808 10.9359
H8 8.3481 12.0477 12.2190
H9 10.8417 12.3191 17.7119
H10 9.2040 11.8662 17.7919
H11 8.0849 13.8171 17.3839
H12 7.5428 15.7461 15.9890
H13 8.4369 15.8913 13.7402
H14 10.2941 14.2070 13.0621
H15 11.7246 10.0784 17.9877
H16 12.4927 11.0299 16.7586
H17 11.7698 7.5212 17.4739
H18 12.9980 5.7603 16.1053
H19 14.1447 6.5417 14.0440
H20 14.0635 8.9973 13.3272
O1 9.6810 6.6355 12.8752
C20 9.8872 7.8099 12.7229
O2 10.1548 8.6104 13.6901
C21 9.7782 8.4496 11.3265
C22 9.0793 7.8681 10.2354
C23 9.0751 8.6579 9.1002
C24 9.6671 9.8932 9.0214
C25 10.1509 10.5130 10.2391
N5 10.2650 9.7058 11.2698
C26 10.4942 11.9647 10.5233
O3 10.1178 12.8484 9.7475
O4 11.2412 12.1106 11.5561
H21 8.6248 6.8746 10.2926
H22 8.6263 8.2097 8.1878
H23 9.7464 10.3954 8.0525
C27 18.5841 10.4481 10.3369
C28 18.1467 11.2609 11.3856
C29 16.7794 11.3634 11.7159
C30 15.8524 10.6124 11.0258
C31 16.2906 9.7833 9.9876
C32 17.6087 9.7741 9.6259
Sb1 13.8000 11.1615 11.2309
C33 13.1134 9.9733 9.5676
C34 12.9343 8.6314 9.8649
C35 12.5362 7.7311 8.8749
C36 12.2353 8.1758 7.6001
C37 12.3705 9.5246 7.3193
C38 12.8587 10.4436 8.2688
C39 14.2209 12.9558 10.1466
C40 13.6036 14.1754 10.4177
C41 13.8812 15.2730 9.5783
C42 14.8398 15.2011 8.6256
C43 15.4063 13.9671 8.3421
C44 15.1071 12.8476 9.0991
H24 19.6044 10.4157 10.0597
H25 18.8711 11.8373 11.9506
H26 16.5380 12.1824 12.3582
H27 15.5398 9.1785 9.3597
H28 17.9484 9.2531 8.7089
H29 13.0924 8.2839 10.9015
H30 12.5082 6.6875 9.1716
H31 11.8403 7.4192 6.8497
H32 12.0691 9.8410 6.3098
H33 12.8189 11.4315 8.0549
H34 12.8239 14.3045 11.1400
H35 13.2555 16.1526 9.7389
H36 15.0007 16.0155 7.8972
H37 16.1375 13.8474 7.6201
H38 15.6275 11.9404 8.8833

Forces on atoms 1 to 2 (eV/Å):
-0.414 0.196 -0.246
0.573 0.684 0.581

Values from the calculation:
2S+1   8
Frontier orbital gap (alpha / beta)   6.942 / 8.326 eV
HOMO level (alpha / beta)   -0.2440 / -0.2948 hartree
Molar mass   974.5 g/mol

---

Formula: C44H38MoN4O6P2S2
Source: the Open Molecules 2025 dataset
Level of theory: ωB97M-V/def2-TZVPD

Atoms and positions in Å:
Mo1 -0.0459 -0.4606 -0.1955
N1 1.4621 -4.2320 -1.1284
C1 0.2243 -4.4828 -1.7398
C2 -0.2704 -5.6164 -2.3616
C3 -1.5792 -5.5459 -2.8069
C4 -2.3540 -4.3932 -2.6256
C5 -1.8481 -3.2612 -2.0080
C6 -0.5271 -3.3174 -1.5813
N2 0.2895 -2.3752 -0.9219
C7 1.4480 -3.0136 -0.6344
C8 2.3676 -2.3235 0.2422
C9 3.5430 -2.6514 0.8332
S1 4.0128 -1.4217 1.9209
C10 2.6156 -0.5399 1.5628
N3 1.8494 -1.1154 0.6630
H1 2.2138 -4.9027 -1.0288
H2 0.3221 -6.5132 -2.4859
H3 -2.0179 -6.4055 -3.2950
H4 -3.3777 -4.3917 -2.9748
H5 -2.4635 -2.3841 -1.8612
H6 4.1546 -3.5313 0.6986
H7 2.3857 0.4142 2.0172
O1 -1.3739 -0.1020 -1.5108
P1 -1.6589 1.0093 -2.6443
C11 -0.7338 2.4637 -2.0891
P2 1.0493 2.1354 -1.8839
O2 1.1512 0.6808 -1.2960
C12 1.8222 2.1517 -3.4732
C13 2.4011 1.0087 -4.0204
C14 3.0095 1.0891 -5.2629
C15 3.0391 2.2988 -5.9466
C16 2.4643 3.4394 -5.3947
C17 1.8599 3.3736 -4.1517
C18 1.6950 3.3075 -0.7331
C19 1.1595 4.5936 -0.6507
C20 1.7531 5.5266 0.1853
C21 2.8717 5.1770 0.9298
C22 3.4098 3.8961 0.8401
C23 2.8290 2.9577 0.0060
C24 -1.0416 0.4629 -4.2055
C25 -0.9482 1.4062 -5.2356
C26 -0.4911 1.0107 -6.4791
C27 -0.1317 -0.3161 -6.6974
C28 -0.2247 -1.2502 -5.6735
C29 -0.6790 -0.8650 -4.4225
C30 -3.3749 1.3757 -2.6267
C31 -4.1383 1.1891 -3.7823
C32 -5.4807 1.5349 -3.7694
C33 -6.0522 2.0581 -2.6181
C34 -5.2910 2.2424 -1.4629
C35 -3.9530 1.9079 -1.4630
H8 -1.1688 2.8247 -1.1524
H9 -0.8825 3.2460 -2.8403
H10 2.3772 0.0690 -3.4833
H11 3.4720 0.2117 -5.6947
H12 3.5254 2.3592 -6.9114
H13 2.5069 4.3812 -5.9248
H14 1.4475 4.2765 -3.7122
H15 0.2835 4.8800 -1.2216
H16 1.3444 6.5254 0.2551
H17 3.3337 5.9092 1.5785
H18 4.2945 3.6426 1.4090
H19 3.2734 1.9741 -0.1014
H20 -1.2438 2.4386 -5.0832
H21 -0.4259 1.7320 -7.2825
H22 0.2147 -0.6227 -7.6757
H23 0.0458 -2.2817 -5.8557
H24 -0.7620 -1.5948 -3.6300
H25 -3.6929 0.7798 -4.6804
H26 -6.0783 1.4003 -4.6607
H27 -7.0987 2.3333 -2.6167
H28 -5.7462 2.6603 -0.5755
H29 -3.3607 2.0771 -0.5688
C36 -6.0585 -4.1163 4.6550
C37 -4.7446 -3.7368 4.0637
C38 -3.8033 -3.0063 4.8054
C39 -2.5785 -2.6764 4.2731
C40 -2.2892 -3.0979 2.9670
C41 -3.2052 -3.8284 2.1937
C42 -4.4206 -4.1354 2.7513
S2 -0.7475 -2.7843 2.3335
O3 -0.3270 -3.6936 1.3295
O4 0.1606 -2.1645 3.2322
N4 -1.0792 -1.0695 1.2061
C43 -1.7291 -0.1415 2.1031
C44 -1.2378 1.2477 1.7341
O5 -1.6493 2.3003 2.0460
O6 -0.1759 1.1186 0.8206
H30 -6.2366 -3.6231 5.6069
H31 -6.0862 -5.1970 4.8196
H32 -6.8747 -3.8825 3.9702
H33 -4.0361 -2.7137 5.8208
H34 -1.8400 -2.1484 4.8630
H35 -2.9467 -4.1629 1.1970
H36 -5.1387 -4.7125 2.1832
H37 -1.5029 -0.3248 3.1564
H38 -2.8153 -0.1899 1.9774

Forces on atoms 1 to 2 (eV/Å):
-0.039 -0.502 0.114
0.041 -0.035 0.014

Values from the calculation:
Frontier orbital gap   4.997 eV
HOMO level   -0.6768 hartree
Net charge   +4
Molar mass   940.8 g/mol

---

Formula: C44H38N6O7TeTi
Source: the Open Molecules 2025 dataset
Level of theory: ωB97M-V/def2-TZVPD

Atoms and positions in Å:
Ti1 -1.0731 -1.9537 -0.0545
O1 3.9526 -4.0410 1.0936
C1 3.8228 -2.9163 1.8098
C2 4.9045 -2.5406 2.6098
C3 4.8510 -1.3912 3.3658
C4 3.7126 -0.5799 3.3555
C5 2.6403 -0.9508 2.5783
C6 2.6715 -2.1081 1.7865
C7 1.5041 -2.4471 0.9825
O2 0.4891 -1.6037 0.9631
N1 1.4657 -3.5501 0.3054
N2 0.2822 -3.6716 -0.4288
C8 0.1653 -4.8174 -0.9784
C9 -0.9496 -5.2467 -1.8315
C10 -0.9851 -6.5692 -2.2495
C11 -2.0374 -6.9820 -3.0534
C12 -3.0022 -6.0565 -3.4053
C13 -2.8667 -4.7483 -2.9491
N3 -1.8667 -4.3439 -2.1802
H1 3.1148 -4.1904 0.6074
H2 5.7776 -3.1793 2.6122
H3 5.6963 -1.1253 3.9879
H4 3.6690 0.3168 3.9586
H5 1.7236 -0.3736 2.6174
H6 0.9558 -5.5389 -0.7894
H7 -0.2082 -7.2585 -1.9447
H8 -2.0967 -8.0049 -3.3994
H9 -3.8464 -6.3321 -4.0222
H10 -3.5963 -3.9943 -3.2289
O3 -4.5916 -1.3093 -1.8540
C14 -3.3072 -1.5309 -1.5954
O4 -2.9639 -2.1770 -0.5601
C15 -2.3259 -1.1203 -2.5298
C16 -2.6361 -0.5964 -3.7993
C17 -1.6462 -0.4906 -4.7288
C18 -0.3444 -0.9130 -4.3755
C19 -0.0924 -1.3387 -3.1005
N4 -1.0414 -1.4236 -2.1420
C20 1.3223 -1.5986 -2.6686
O5 2.1060 -2.2557 -3.5326
O6 1.7542 -1.1965 -1.6231
H11 -5.1185 -1.7100 -1.1461
H12 -3.6590 -0.3194 -4.0138
H13 -1.8462 -0.1007 -5.7174
H14 0.4670 -0.8330 -5.0877
H15 1.5974 -2.5666 -4.2936
C21 3.8402 6.8994 1.5798
C22 3.2023 5.5497 1.3972
C23 2.3268 5.0300 2.3392
C24 1.7017 3.7958 2.1902
C25 0.8473 3.3252 3.3458
C26 1.9577 3.0764 1.0125
Te1 0.9541 1.3155 0.3676
N5 -0.3545 1.1333 1.8622
C27 -1.3563 0.3801 1.5799
O7 -1.5188 -0.1785 0.3663
C28 -2.4090 0.1713 2.5950
C29 -2.1901 0.5986 3.9034
C30 -3.1910 0.4661 4.8479
C31 -4.4156 -0.0870 4.4912
C32 -4.6309 -0.5252 3.1925
C33 -3.6277 -0.3988 2.2448
C34 -0.1693 2.2979 -1.1327
C35 0.3157 2.0433 -2.4134
C36 -0.2990 2.6056 -3.5206
C37 -1.4238 3.3954 -3.3389
C38 -1.9038 3.6336 -2.0599
C39 -1.2866 3.1075 -0.9261
C40 -1.8469 3.4562 0.4289
C41 2.9098 3.5295 0.0859
C42 3.3839 2.7550 -1.1278
C43 3.5044 4.7656 0.2948
H16 3.4813 7.3884 2.4836
H17 3.6208 7.5468 0.7299
H18 4.9253 6.8090 1.6496
H19 2.1282 5.5957 3.2427
H20 1.1575 3.8494 4.2482
H21 0.9374 2.2573 3.5181
H22 -0.2121 3.5359 3.1887
H23 -1.2323 1.0257 4.1675
H24 -3.0179 0.7885 5.8662
H25 -5.2034 -0.1755 5.2280
H26 -5.5776 -0.9736 2.9222
H27 -3.7868 -0.7408 1.2326
H28 1.1811 1.4039 -2.5512
H29 0.1038 2.4357 -4.5110
H30 -1.9234 3.8359 -4.1921
H31 -2.7764 4.2617 -1.9240
H32 -2.2527 4.4662 0.4127
H33 -1.0944 3.4005 1.2127
H34 -2.6567 2.7759 0.7043
H35 3.1086 1.6988 -1.1306
H36 4.4725 2.7823 -1.1619
H37 3.0127 3.2051 -2.0498
H38 4.2346 5.1173 -0.4271
N6 -1.8680 -3.6632 2.5791
C44 -1.6270 -3.0900 1.6058

Forces on atoms 1 to 2 (eV/Å):
0.448 -0.233 -0.287
-0.077 0.037 0.003

Values from the calculation:
2S+1   2
Frontier orbital gap (alpha / beta)   5.788 / 6.762 eV
HOMO level (alpha / beta)   -0.3468 / -0.3838 hartree
Net charge   +1
Molar mass   938.3 g/mol